# 1
A molecular structure, C15H20FMnNO7S. Source: the Open Molecules 2025 dataset; level of theory: the ωB97M-V functional and the def2-TZVPD basis.

Each line ends with the Löwdin spin population.
Positions of all 46 atoms, in Å:
Mn (-0.707, -0.185, 0.579)  3.7661
C (-0.212, -0.405, 3.274)  0.0041
C (-0.203, 1.118, 3.010)  0.0038
O (-0.764, 1.531, 1.736)  0.0543
C (-2.126, 2.007, 1.631)  0.0045
C (-2.675, 1.789, 0.184)  0.0046
O (-2.080, 0.665, -0.528)  0.0282
C (-2.815, -0.397, -1.203)  0.0056
C (-2.696, -1.794, -0.547)  0.0045
O (-1.330, -2.053, -0.127)  0.0529
C (-1.170, -2.902, 1.044)  0.0043
C (0.088, -2.508, 1.849)  0.0056
O (0.259, -1.075, 2.068)  0.0219
H (-1.193, -0.789, 3.536)  0.0003
H (0.508, -0.611, 4.068)  -0.0001
H (0.831, 1.458, 2.959)  0.0000
H (-0.705, 1.640, 3.824)  0.0007
H (-2.119, 3.080, 1.823)  0.0007
H (-2.742, 1.497, 2.366)  0.0002
H (-2.446, 2.654, -0.434)  0.0001
H (-3.753, 1.639, 0.236)  0.0003
H (-2.379, -0.420, -2.201)  0.0000
H (-3.865, -0.120, -1.282)  0.0005
H (-2.973, -2.532, -1.303)  0.0006
H (-3.349, -1.887, 0.316)  0.0001
H (-1.031, -3.931, 0.709)  0.0006
H (-2.071, -2.825, 1.646)  0.0001
H (0.989, -2.790, 1.306)  0.0000
H (0.074, -3.017, 2.813)  0.0005
F (-2.203, -0.543, 1.655)  0.0033
O (0.195, 2.293, -1.134)  0.0153
C (0.973, 1.371, -1.214)  0.0066
N (0.856, 0.207, -0.457)  0.0010
S (2.104, -0.867, -0.693)  0.0016
O (2.907, -0.950, 0.491)  0.0027
O (1.563, -2.090, -1.217)  0.0027
C (2.881, 0.117, -1.921)  0.0001
C (4.041, -0.167, -2.613)  -0.0003
C (4.488, 0.798, -3.507)  0.0014
C (3.796, 1.995, -3.680)  0.0004
C (2.637, 2.263, -2.966)  0.0006
C (2.186, 1.299, -2.080)  -0.0006
H (4.577, -1.095, -2.469)  -0.0001
H (5.390, 0.619, -4.076)  0.0001
H (4.173, 2.726, -4.382)  0.0000
H (2.091, 3.188, -3.088)  0.0000

- E: -76567.994 eV
- Total charge: +1
- Orbital gap (alpha / beta): 7.804 / 9.111 eV
- LUMO (alpha / beta): -0.1685 / -0.1223 hartree
- E_HOMO (alpha / beta): -12.39 / -12.44 eV
- Multiplicity: 5


# 2
A molecular structure, C37H45N5O4PRuS2. Source: the Open Molecules 2025 dataset; level of theory: the ωB97M-V functional and the def2-TZVPD basis.

Each line ends with the Löwdin spin population.
Positions of all 95 atoms, in Å:
Ru (-1.341, 0.415, 0.595)  0.7476
N (0.164, 1.945, -0.014)  0.0322
C (-0.128, 3.176, 0.744)  0.0001
C (0.557, 4.441, 0.253)  0.0001
C (2.085, 4.399, 0.196)  0.0003
C (2.778, 4.308, 1.556)  0.0001
N (2.681, 3.007, 2.222)  0.0001
C (3.419, 1.945, 1.917)  0.0000
N (4.433, 2.050, 1.041)  0.0000
N (3.156, 0.781, 2.494)  0.0002
C (-1.661, 3.340, 0.905)  -0.0001
O (-2.096, 4.464, 1.109)  -0.0005
O (-2.329, 2.251, 0.853)  0.0011
H (1.109, 1.608, 0.127)  0.0004
H (0.014, 2.035, -1.021)  0.0051
H (0.182, 2.988, 1.771)  -0.0001
H (0.239, 5.244, 0.921)  0.0000
H (0.178, 4.718, -0.728)  0.0001
H (2.419, 5.334, -0.262)  0.0000
H (2.448, 3.596, -0.456)  0.0002
H (2.360, 5.048, 2.238)  0.0000
H (3.838, 4.558, 1.469)  0.0000
H (1.900, 2.823, 2.840)  0.0002
H (4.753, 2.942, 0.712)  0.0000
H (4.990, 1.240, 0.836)  0.0000
H (2.157, 0.601, 2.743)  0.0003
H (3.663, -0.034, 2.174)  0.0000
C (-0.228, 2.817, -4.908)  0.0000
C (-1.543, 2.924, -4.138)  0.0001
C (-1.581, 4.098, -3.172)  0.0001
C (-1.908, 1.618, -3.415)  0.0000
C (-2.573, 0.612, -4.360)  0.0000
O (-1.944, -0.633, -4.051)  0.0002
C (-0.920, -0.338, -3.203)  -0.0007
N (-0.771, 0.864, -2.838)  0.0009
C (-0.124, -1.561, -2.920)  -0.0001
C (0.224, -2.254, -4.091)  0.0000
C (0.906, -3.449, -4.066)  0.0000
C (1.225, -4.010, -2.838)  -0.0001
C (0.867, -3.348, -1.684)  -0.0003
C (0.205, -2.109, -1.678)  -0.0018
P (-0.210, -1.540, 0.060)  -0.0097
C (-1.127, -3.061, 0.538)  -0.0003
C (-2.456, -3.080, 0.112)  -0.0004
C (-3.248, -4.193, 0.340)  0.0003
C (-2.733, -5.293, 1.014)  -0.0001
C (-1.415, -5.279, 1.443)  0.0000
C (-0.613, -4.172, 1.198)  -0.0001
C (1.480, -1.757, 0.768)  -0.0018
C (1.651, -2.193, 2.082)  -0.0006
C (2.919, -2.453, 2.587)  0.0000
C (4.043, -2.259, 1.793)  -0.0004
C (3.889, -1.765, 0.502)  0.0000
C (2.617, -1.514, -0.002)  -0.0005
H (0.111, 3.804, -5.226)  0.0000
H (-0.332, 2.200, -5.803)  0.0000
H (0.551, 2.368, -4.290)  0.0000
H (-2.347, 3.077, -4.868)  0.0000
H (-1.079, 3.846, -2.241)  0.0001
H (-2.608, 4.352, -2.903)  0.0000
H (-1.112, 4.989, -3.592)  0.0000
H (-2.569, 1.849, -2.578)  0.0000
H (-2.380, 0.840, -5.412)  0.0000
H (-3.646, 0.513, -4.203)  0.0000
H (-0.057, -1.822, -5.042)  0.0000
H (1.166, -3.945, -4.991)  0.0000
H (1.731, -4.965, -2.776)  0.0000
H (1.101, -3.821, -0.740)  0.0000
H (-2.862, -2.208, -0.387)  -0.0006
H (-4.277, -4.194, 0.006)  0.0000
H (-3.357, -6.156, 1.205)  0.0000
H (-1.004, -6.131, 1.970)  0.0000
H (0.416, -4.197, 1.529)  0.0000
H (0.790, -2.359, 2.715)  -0.0001
H (3.020, -2.816, 3.602)  0.0000
H (5.029, -2.492, 2.176)  0.0000
H (4.755, -1.616, -0.132)  0.0000
H (2.515, -1.173, -1.025)  0.0000
S (-0.008, 0.769, 2.702)  -0.0009
C (-0.562, -0.507, 3.774)  0.0005
C (0.164, -0.894, 4.898)  -0.0002
C (-0.277, -1.937, 5.699)  -0.0004
C (-1.453, -2.604, 5.375)  -0.0002
C (-2.187, -2.214, 4.266)  0.0011
C (-1.763, -1.155, 3.461)  0.0040
S (-2.776, -0.585, 2.150)  0.0426
H (1.085, -0.373, 5.137)  0.0001
H (0.298, -2.230, 6.569)  0.0000
H (-1.798, -3.428, 5.986)  0.0000
H (-3.104, -2.729, 4.007)  0.0008
C (-3.994, 0.428, -0.651)  0.0097
O (-2.663, -0.010, -0.786)  0.1631
H (-4.668, -0.435, -0.729)  0.0031
H (-4.256, 1.128, -1.456)  0.0055
H (-4.188, 0.940, 0.293)  0.0000

- E: -88283.907 eV
- Orbital gap (alpha / beta): 6.183 / 6.093 eV
- LUMO (alpha / beta): -0.0086 / -0.0086 hartree
- E_HOMO (alpha / beta): -6.42 / -6.33 eV
- Multiplicity: 2


# 3
A molecular structure, C2H4LiO4Y at a distorted geometry. Source: the Open Molecules 2025 dataset; level of theory: the ωB97M-V functional and the def2-TZVPD basis.

Each line ends with the natural charge from an NBO analysis.
Positions of all 12 atoms, in Å:
O (0.051, -1.838, 1.018)  -0.0974
C (-0.127, -1.102, 2.178)  0.3936
H (0.702, -1.174, 2.891)  0.3105
H (-1.117, -1.310, 2.607)  0.2831
C (1.074, 2.109, -1.508)  0.4274
O (0.069, 1.439, -1.769)  -0.1690
O (-0.392, 0.473, -0.695)  -0.7097
Li (-2.151, -0.052, 0.014)  0.9771
H (1.233, 2.987, -2.140)  0.3157
H (1.743, 1.781, -0.702)  0.2469
Y (-0.155, -1.639, -1.958)  2.7074
O (-0.928, -1.673, 0.063)  -0.6857

- E: -11517.227 eV
- Total charge: +4
- Orbital gap: 9.536 eV
- LUMO: -0.7074 hartree
- E_HOMO: -28.78 eV


# 4
C3H4Cl2O in the gas phase at a distorted geometry. Source: the Open Molecules 2025 dataset; level of theory: the ωB97M-V functional and the def2-TZVPD basis.

Each line ends with the natural charge from an NBO analysis.
Positions of all 10 atoms, in Å:
C (-0.700, 0.752, 0.916)  -0.4494
C (0.307, -0.424, 0.425)  0.5685
C (0.716, -0.577, -1.040)  -0.5162
H (-0.701, 0.917, 2.015)  0.2456
H (-0.261, 1.556, 0.362)  0.2228
H (0.273, -1.487, -1.407)  0.2570
H (1.799, -0.667, -0.928)  0.2529
O (0.686, -1.210, 1.319)  -0.5172
Cl (-2.397, 0.353, 0.356)  -0.0570
Cl (0.279, 0.787, -2.017)  -0.0071

- E: -30267.473 eV
- SMILES string: O=C(CCl)CCl
- Orbital gap: 10.285 eV
- LUMO: 0.0105 hartree
- E_HOMO: -10.00 eV